Record 1
Entry from OMol25: C33H48BN11S6Sr as an isolated structure at a distorted geometry (the ωB97M-V functional and the def2-TZVPD basis).

Summary:
lowest unoccupied orbital energy = -2.2 eV
calculated total energy = -4333.39152 a.u.
energy relative to the best compared isomer or geometry (same formula, charge and spin) = 178.0 kJ/mol

Structure (ORCA input):
```
! RIJCOSX wB97M-V def2-TZVPD def2/J DEFGRID3
* xyz 0 1
Sr 3.09 -0.39 -0.02
C -0.31 -4.20 -3.27
C -0.94 -2.98 -2.67
C -2.30 -2.75 -2.82
C -2.87 -1.57 -2.27
N -2.11 -0.70 -1.65
N -0.80 -0.97 -1.42
B -0.28 0.06 -0.48
N -0.70 1.48 -0.74
N -1.64 2.08 0.01
C -2.01 3.25 -0.36
C -1.32 3.95 -1.41
C -0.25 3.36 -2.05
C 0.59 4.11 -3.04
C 0.12 2.05 -1.64
S 1.39 1.03 -2.20
C -3.15 3.90 0.38
C -3.82 2.96 1.40
C -4.16 4.29 -0.71
C -2.65 5.14 1.11
N -0.01 -0.30 0.92
N -0.78 -1.42 1.28
C -1.00 -1.68 2.54
C -0.33 -0.95 3.57
C 0.52 0.09 3.23
C 1.47 0.68 4.25
C 0.58 0.52 1.87
S 1.53 1.95 1.51
C -1.88 -2.92 2.87
C -1.34 -4.15 2.06
C -1.81 -3.21 4.36
C -3.33 -2.73 2.40
C -0.14 -2.05 -1.91
S 1.52 -2.30 -1.71
C -4.34 -1.23 -2.37
C -4.64 -1.08 -3.86
C -5.14 -2.42 -1.85
C -4.64 0.06 -1.57
H -1.12 -4.87 -3.61
H 0.30 -4.72 -2.52
H 0.33 -3.97 -4.14
H -3.00 -3.50 -3.27
H -1.67 4.92 -1.75
H 0.07 4.17 -4.02
H 1.55 3.59 -3.13
H 0.79 5.15 -2.74
H -4.26 2.08 0.90
H -4.61 3.52 1.97
H -3.08 2.57 2.09
H -4.54 3.41 -1.25
H -3.70 5.01 -1.41
H -5.02 4.76 -0.19
H -1.72 4.94 1.70
H -3.41 5.50 1.82
H -2.46 5.97 0.38
H -0.39 -1.28 4.61
H 1.53 0.00 5.10
H 1.18 1.66 4.63
H 2.44 0.79 3.80
H -0.29 -4.38 2.37
H -1.40 -4.00 0.96
H -1.94 -5.02 2.31
H -0.77 -3.41 4.68
H -2.44 -4.07 4.58
H -2.21 -2.38 4.97
H -3.42 -2.51 1.32
H -3.86 -1.92 2.92
H -3.87 -3.66 2.61
H -4.52 -2.01 -4.43
H -3.94 -0.34 -4.34
H -5.69 -0.72 -4.05
H -5.03 -3.27 -2.52
H -6.22 -2.24 -1.79
H -4.84 -2.71 -0.81
H -4.04 0.90 -1.97
H -4.37 -0.02 -0.51
H -5.73 0.31 -1.66
S 5.24 -0.05 -2.33
C 5.99 -1.41 -1.69
S 5.37 -2.72 -0.75
C 7.41 -1.47 -1.95
C 8.18 -0.32 -1.98
N 8.89 0.63 -1.92
C 8.23 -2.60 -2.14
N 9.03 -3.48 -2.19
C 7.69 2.53 0.14
N 7.28 1.66 1.21
C 5.97 1.43 1.53
N 5.11 2.43 1.25
S 5.47 -0.08 2.18
H 8.74 2.37 -0.04
H 7.43 3.57 0.37
H 7.12 2.25 -0.77
H 7.88 0.90 1.49
H 5.41 3.37 0.98
H 4.16 2.37 1.63
N 3.10 -2.40 1.74
H 3.97 -2.91 1.49
H 2.36 -3.12 1.62
H 3.21 -2.16 2.72
*
```



Record 2
Entry from OMol25: C33H48BiP2 as an isolated structure at a distorted geometry (the ωB97M-V functional and the def2-TZVPD basis).

Summary:
lowest unoccupied orbital energy (alpha / beta) = -3.9 / -4.0 eV
calculated total energy = -2183.01115 a.u.

Structure (ORCA input):
```
! RIJCOSX wB97M-V def2-TZVPD def2/J DEFGRID3
* xyz 1 1
Bi 0.20 0.25 0.02
C -1.64 -0.76 1.53
C -1.23 -1.85 0.67
C 0.66 -1.18 1.92
C -0.45 -0.33 2.30
C 0.17 -2.14 0.91
C -3.02 -0.22 1.70
H -3.60 -0.33 0.78
H -3.02 0.84 2.00
H -3.49 -0.81 2.48
C -0.40 0.75 3.29
H -1.27 1.42 3.24
H 0.51 1.38 3.16
H -0.33 0.32 4.28
C 2.03 -1.13 2.48
H 1.97 -1.68 3.42
H 2.35 -0.10 2.67
H 2.76 -1.62 1.83
C 0.98 -3.23 0.28
H 0.87 -4.10 0.93
H 2.05 -2.98 0.22
H 0.63 -3.50 -0.72
C -2.14 -2.65 -0.21
H -2.41 -3.52 0.39
H -1.65 -2.99 -1.13
H -3.05 -2.10 -0.47
C -0.57 2.01 -1.09
C -1.76 1.14 -1.03
C -2.21 0.34 -2.18
C -1.07 -0.39 -2.94
C 0.03 -0.90 -2.14
C 1.30 -0.13 -1.91
C 1.48 1.23 -2.42
C 0.29 2.21 -2.24
H -2.75 1.03 -2.84
H -0.67 0.26 -3.72
H -2.95 -0.40 -1.84
H -0.35 2.20 -3.12
H -0.48 2.69 -0.25
H -2.45 1.31 -0.19
H 0.69 3.23 -2.14
H 2.38 1.67 -1.94
H 2.16 -0.71 -1.54
H 1.71 1.13 -3.49
H -1.50 -1.26 -3.46
H 0.10 -1.97 -1.90
P -0.25 1.39 -6.55
C -0.30 3.24 -6.54
C -1.63 1.06 -7.74
P 2.10 -0.45 -7.35
C 1.19 1.15 -7.71
C 1.55 -1.42 -8.83
C 3.78 0.05 -7.93
H 0.57 3.62 -5.98
H -1.21 3.57 -6.01
H -0.30 3.66 -7.55
H -1.54 1.68 -8.64
H -2.59 1.27 -7.25
H -1.61 0.00 -8.02
H 3.76 0.46 -8.95
H 4.45 -0.82 -7.89
H 4.18 0.82 -7.24
H 1.88 2.00 -7.58
H 0.83 1.12 -8.75
H 2.12 -2.36 -8.87
H 1.70 -0.86 -9.76
H 0.48 -1.67 -8.72
C 4.51 4.15 2.80
C 4.52 2.96 2.04
C 3.36 2.39 1.55
C 2.08 3.00 1.79
C 0.82 2.58 1.44
C -0.30 3.16 1.78
C -0.29 4.38 2.56
C 0.90 4.92 2.94
C 2.10 4.25 2.59
C 3.32 4.78 3.06
H 5.42 4.58 3.19
H 5.48 2.48 1.85
H 3.36 1.47 0.97
H -1.33 2.84 1.60
H -1.23 4.88 2.85
H 0.95 5.84 3.53
H 3.27 5.70 3.65
*
```



Record 3
Entry from OMol25: C33H48BrMoN3P2Se as an isolated structure at a distorted geometry (the ωB97M-V functional and the def2-TZVPD basis).

Summary:
lowest unoccupied orbital energy (alpha / beta) = -13.2 / -13.4 eV
calculated total energy = -7175.22716 a.u.
expectation value of S² = 2.3984

Structure (ORCA input):
```
! RIJCOSX wB97M-V def2-TZVPD def2/J DEFGRID3
* xyz 4 3
N 8.91 -1.34 2.22
C 8.00 -1.89 3.02
C 6.64 -1.63 2.91
C 6.17 -0.76 1.88
C 7.17 -0.20 1.04
C 8.50 -0.47 1.28
C 4.75 -0.53 1.64
Mo 1.54 -0.14 0.16
P -1.57 -0.68 -3.83
C 4.13 -0.55 0.38
C 3.12 -1.57 0.04
C 2.56 -1.31 -1.27
C 1.38 -2.00 -1.62
C 0.99 -3.14 -0.81
C 1.23 -2.98 0.55
C 2.25 -2.10 1.04
Br 0.13 -4.64 -1.52
H 4.14 -0.45 2.54
H 4.59 -0.16 -0.54
H 5.93 -2.09 3.61
H 6.89 0.51 0.25
H 8.36 -2.59 3.79
H 9.27 0.01 0.68
H 2.99 -0.57 -1.95
H 2.54 -2.10 2.10
H 1.06 -1.92 -2.66
H 0.71 -3.66 1.25
P 1.30 2.34 -0.45
C -1.28 -2.51 -3.94
C -1.69 -3.07 -5.29
H -1.87 -2.97 -3.14
H -0.22 -2.70 -3.77
H -1.56 -4.16 -5.35
H -2.75 -2.85 -5.48
H -1.09 -2.63 -6.10
C -0.03 0.05 -4.47
C -0.18 0.64 -5.89
H 0.75 -0.73 -4.46
H 0.27 0.84 -3.77
H 0.77 1.07 -6.23
H -0.49 -0.12 -6.61
H -0.93 1.44 -5.90
C -1.83 -0.35 -2.04
C -3.28 0.12 -1.87
H -1.11 0.42 -1.74
H -1.62 -1.25 -1.46
H -3.39 0.77 -0.99
H -3.60 0.70 -2.75
H -3.97 -0.72 -1.77
C -0.31 3.08 0.10
C -0.31 4.60 0.24
H -0.58 2.59 1.06
H -1.09 2.75 -0.60
H 0.31 4.94 1.08
H 0.08 5.09 -0.67
H -1.33 4.98 0.39
C 1.43 3.02 -2.15
C 2.75 2.77 -2.88
H 1.22 4.10 -2.12
H 0.59 2.58 -2.72
H 3.58 3.29 -2.39
H 2.99 1.69 -2.93
H 2.66 3.14 -3.91
C 2.56 3.25 0.50
C 2.43 3.07 2.02
H 2.56 4.32 0.24
H 3.53 2.84 0.16
H 3.05 2.23 2.37
H 2.77 3.97 2.53
H 1.41 2.87 2.35
C -2.47 -2.42 1.67
N -2.80 -0.99 1.81
C -1.90 0.02 1.79
Se 0.00 -0.24 2.01
N -2.62 1.17 1.99
C -3.98 0.88 2.10
C -5.02 1.66 2.62
C -6.19 0.98 2.98
C -6.33 -0.42 2.81
C -5.27 -1.19 2.28
C -4.09 -0.50 1.96
H -3.34 -2.96 2.05
H -1.58 -2.67 2.23
H -2.31 -2.66 0.62
H -2.21 2.08 2.11
H -4.87 2.72 2.75
H -7.01 1.54 3.40
H -7.26 -0.89 3.11
H -5.31 -2.26 2.09
*
```



Record 4
Entry from OMol25: C33H48CoN9OS2 as an isolated structure (the ωB97M-V functional and the def2-TZVPD basis).

Summary:
lowest unoccupied orbital energy (alpha / beta) = -1.3 / -3.3 eV
calculated total energy = -4033.23664 a.u.
energy relative to the best compared isomer or geometry (same formula, charge and spin) = 207.2 kJ/mol
expectation value of S² = 3.7974

Structure (ORCA input):
```
! RIJCOSX wB97M-V def2-TZVPD def2/J DEFGRID3
* xyz 1 4
Co -1.43 -1.92 -1.16
S 1.42 -0.38 0.20
C 1.14 0.39 1.70
N 1.99 0.45 2.77
C 1.66 1.45 3.77
C 0.18 1.40 4.10
N -0.62 1.50 2.89
C -1.88 2.24 2.96
C -1.66 3.74 2.91
C -1.20 4.35 1.74
C -0.95 5.71 1.71
C -1.18 6.49 2.85
C -1.65 5.89 4.01
C -1.89 4.52 4.03
C -0.14 0.94 1.76
S -1.02 0.76 0.28
C 3.35 -0.09 2.76
C 4.43 0.95 2.50
C 4.66 1.47 1.23
C 5.64 2.43 1.04
C 6.41 2.88 2.11
C 6.18 2.36 3.38
C 5.19 1.40 3.57
H 1.92 2.45 3.41
H 2.25 1.25 4.67
H -0.06 2.24 4.76
H -0.05 0.47 4.63
H -2.38 1.97 3.89
H -2.50 1.91 2.13
H -1.02 3.74 0.86
H -0.59 6.17 0.80
H -0.98 7.55 2.83
H -1.84 6.49 4.89
H -2.26 4.06 4.94
H 3.38 -0.88 2.01
H 3.52 -0.53 3.73
H 4.07 1.12 0.39
H 5.82 2.83 0.05
H 7.18 3.63 1.96
H 6.77 2.70 4.22
H 5.03 1.00 4.56
N -2.93 -5.47 0.43
C -2.39 -4.44 -0.24
O -2.03 -3.41 0.35
C -2.21 -4.54 -1.72
C -2.44 -3.14 -2.28
H -3.04 -5.41 1.43
H -3.23 -6.30 -0.04
H -2.86 -5.30 -2.16
H -1.17 -4.84 -1.90
H -3.50 -2.87 -2.21
H -2.14 -3.08 -3.33
C 2.82 -2.26 -4.28
N 2.59 -2.78 -2.93
C 3.52 -3.84 -2.54
C 2.96 -4.33 -1.22
N 1.61 -3.81 -1.21
C 0.98 -3.81 0.10
C 1.44 -2.82 -2.17
N 0.36 -2.11 -2.27
C 0.37 -0.99 -3.23
C -0.90 -0.11 -3.30
N -1.95 -0.45 -2.33
C -3.02 0.28 -2.25
N -4.04 0.01 -1.36
C -3.98 -0.81 -0.18
C -5.02 1.09 -1.35
C -4.72 1.84 -2.63
N -3.37 1.39 -2.98
C -2.88 1.81 -4.29
H 3.83 -2.56 -4.56
H 2.78 -1.18 -4.32
H 2.14 -2.68 -5.01
H 4.53 -3.44 -2.45
H 3.53 -4.63 -3.29
H 3.53 -3.94 -0.37
H 2.95 -5.42 -1.15
H 1.68 -3.45 0.86
H 0.67 -4.83 0.36
H 0.11 -3.17 0.11
H 0.53 -1.36 -4.24
H 1.20 -0.33 -2.98
H -1.29 -0.21 -4.31
H -0.59 0.92 -3.15
H -3.04 -1.34 -0.12
H -4.79 -1.54 -0.18
H -4.07 -0.19 0.72
H -4.88 1.72 -0.46
H -6.03 0.69 -1.32
H -4.73 2.92 -2.51
H -5.42 1.57 -3.43
H -3.54 2.61 -4.63
H -2.93 1.02 -5.03
H -1.88 2.22 -4.24
*
```



Record 5
Entry from OMol25: C33H48InP2 as an isolated structure at a distorted geometry (the ωB97M-V functional and the def2-TZVPD basis).

Summary:
lowest unoccupied orbital energy (alpha / beta) = -5.3 / -5.3 eV
calculated total energy = -2158.37772 a.u.

Structure (ORCA input):
```
! RIJCOSX wB97M-V def2-TZVPD def2/J DEFGRID3
* xyz 1 1
In -0.32 1.28 -1.62
C -0.62 -3.39 2.31
C 0.67 -3.54 1.72
C 0.85 -2.03 3.45
C -0.50 -2.45 3.38
C 1.57 -2.70 2.42
C -1.85 -4.12 1.95
H -1.80 -4.51 0.93
H -2.72 -3.45 2.03
H -2.03 -4.97 2.62
C -1.58 -2.02 4.28
H -2.33 -2.81 4.42
H -2.10 -1.13 3.90
H -1.18 -1.76 5.26
C 1.39 -1.06 4.42
H 0.85 -1.14 5.37
H 1.28 -0.03 4.06
H 2.45 -1.25 4.61
C 3.04 -2.61 2.18
H 3.58 -3.42 2.70
H 3.43 -1.66 2.57
H 3.27 -2.68 1.11
C 1.02 -4.47 0.62
H 1.29 -5.47 1.00
H 1.88 -4.09 0.05
H 0.17 -4.60 -0.07
C -1.63 1.96 -3.58
C -1.84 0.67 -2.80
C -1.51 -0.52 -3.72
C -0.03 -0.99 -3.66
C 0.81 -0.44 -2.47
C 1.67 0.82 -2.86
C 1.08 2.03 -3.78
C -0.35 2.10 -4.44
H -1.78 -0.24 -4.77
H 0.46 -0.74 -4.61
H -2.18 -1.36 -3.45
H -0.38 1.42 -5.31
H -2.46 1.97 -4.32
H -2.77 0.57 -2.21
H -0.41 3.10 -4.90
H 1.30 2.96 -3.23
H 2.39 0.42 -3.56
H 1.75 2.05 -4.65
H -0.01 -2.10 -3.64
H 1.59 -1.18 -2.29
P -3.21 -0.89 -0.31
C -4.77 -0.58 -1.19
C -2.72 -2.49 -1.07
P 4.47 1.09 -1.41
C 2.70 1.13 -1.83
C 4.28 -0.36 -0.23
C 3.96 2.41 -0.16
H -5.20 0.27 -0.64
H -5.40 -1.47 -1.02
H -4.74 -0.30 -2.26
H -2.21 -2.52 -2.05
H -3.65 -3.08 -1.08
H -2.00 -2.92 -0.35
H 4.00 3.37 -0.67
H 4.58 2.43 0.75
H 2.91 2.19 0.09
H -1.87 2.89 -3.05
H 0.31 -0.55 -1.46
H 5.13 -0.34 0.48
H 4.30 -1.31 -0.78
H 3.33 -0.29 0.30
C -1.01 2.62 3.80
C -0.80 1.43 3.05
C -0.50 1.51 1.68
C -0.42 2.78 1.03
C -0.23 2.92 -0.37
C -0.10 4.17 -0.97
C -0.23 5.32 -0.17
C -0.48 5.23 1.18
C -0.61 3.98 1.82
C -0.95 3.86 3.19
H -1.23 2.54 4.86
H -0.88 0.45 3.53
H -0.36 0.58 1.09
H 0.08 4.29 -2.04
H -0.13 6.30 -0.65
H -0.61 6.14 1.79
H -1.16 4.79 3.74
*
```